[1]
Molecular formula: C29H32NPPdSe
Method: DFT, ωB97M-V/def2-TZVPD

Each line ends with the Löwdin charge.
Positions of all 65 atoms, in Å:
Pd: 0.9051 -0.9397 0.3916  0.41
N: 3.2298 -1.7181 -0.3667  0.06
C: 4.3577 -1.5888 0.4916  -0.25
C: 5.4279 -2.4551 0.2809  -0.04
C: 6.5665 -2.4131 1.0620  -0.09
C: 6.6470 -1.4722 2.0756  -0.09
C: 5.5798 -0.6210 2.2955  -0.04
C: 4.4073 -0.6474 1.5308  -0.12
C: 3.2942 0.2372 2.0067  -0.21
C: 3.6404 1.4326 2.6418  -0.08
C: 2.7221 2.1388 3.4053  -0.10
C: 1.4512 1.6144 3.5869  -0.12
C: 1.0958 0.4573 2.9044  -0.18
C: 1.9615 -0.2133 2.0301  -0.20
H: 3.2716 -2.5795 -0.8967  0.08
H: 3.1532 -0.9462 -1.0174  0.08
H: 5.3587 -3.1718 -0.5294  0.11
H: 7.3789 -3.1028 0.8766  0.10
H: 7.5217 -1.4171 2.7096  0.10
H: 5.6283 0.0620 3.1319  0.11
H: 4.6505 1.8123 2.5506  0.11
H: 3.0105 3.0671 3.8819  0.10
H: 0.7423 2.1104 4.2382  0.10
H: 0.0950 0.0607 3.0501  0.08
C: 1.4524 2.5281 0.1938  -0.22
P: 0.6183 1.0812 -0.5116  0.81
C: 1.0587 1.1738 -2.2715  -0.26
C: -1.1216 1.5918 -0.4247  -0.35
C: -1.9426 1.6938 -1.5428  -0.08
C: -3.2723 2.0672 -1.4026  -0.08
C: -3.7912 2.3356 -0.1474  -0.08
C: -2.9806 2.2243 0.9758  -0.07
C: -1.6562 1.8477 0.8387  -0.10
H: 1.2469 2.5796 1.2618  0.02
H: 1.0894 3.4313 -0.2988  0.06
H: 2.5311 2.4394 0.0659  0.05
H: 0.7033 2.1099 -2.7058  0.06
H: 0.6356 0.3182 -2.7946  0.00
H: 2.1460 1.1365 -2.3669  0.05
H: -1.5589 1.4746 -2.5308  0.10
H: -3.9046 2.1308 -2.2787  0.11
H: -4.8309 2.6165 -0.0398  0.10
H: -3.3841 2.4221 1.9604  0.11
H: -1.0316 1.7425 1.7200  0.09
C: -6.4012 -0.8150 -1.4944  -0.05
C: -4.9259 -1.0980 -1.4665  -0.28
C: -4.1793 -1.1673 -2.6353  -0.03
C: -2.8103 -1.4168 -2.6224  -0.33
C: -2.0751 -1.4769 -3.9314  -0.10
C: -2.1657 -1.6072 -1.3973  -0.54
Se: -0.3027 -2.0618 -1.4055  0.67
C: -2.9046 -1.5454 -0.1998  -0.30
C: -2.2702 -1.7610 1.1435  -0.09
C: -4.2677 -1.2920 -0.2624  -0.03
H: -6.7530 -0.6560 -2.5133  0.07
H: -6.6404 0.0768 -0.9114  0.07
H: -6.9700 -1.6436 -1.0680  0.08
H: -4.6733 -1.0212 -3.5898  0.11
H: -2.7465 -1.2396 -4.7555  0.07
H: -1.6495 -2.4666 -4.1050  0.07
H: -1.2370 -0.7768 -3.9485  0.05
H: -1.4713 -1.0341 1.3190  0.02
H: -1.8192 -2.7547 1.2079  0.07
H: -3.0101 -1.6539 1.9393  0.08
H: -4.8309 -1.2408 0.6642  0.12

Its net charge is 0. As for the calculated total energy: -110198.0364 eV. The calculation puts the energy above the lowest of the compared OMol25 structures with the same formula, charge and spin at 3.25 kcal per mole. The calculation puts the max |F| at 1.5 eV/Å.

---

[2]
Molecular formula: C42H112N8O17
Method: DFT, ωB97M-V/def2-TZVPD

Each line ends with the Löwdin charge.
Positions of all 179 atoms, in Å:
N: -0.7268 -1.6990 -0.6857  -0.60
O: -1.5375 -2.4140 -1.2168  0.00
O: -0.9066 -1.2887 0.4904  -0.05
O: 0.2621 -1.3679 -1.2892  0.00
C: -4.1656 -1.5695 -4.1687  -0.10
O: -3.2327 -2.4679 -3.6367  -0.18
C: -3.0079 -3.5700 -4.4759  -0.19
C: -1.6766 -4.2489 -4.1300  -0.06
N: -1.7108 -4.7411 -2.6669  0.07
H: -1.6089 -3.8604 -2.1832  0.08
H: -2.5489 -5.2857 -2.5213  0.18
C: -0.6018 -5.6903 -2.3176  -0.06
C: 0.7495 -4.9805 -2.3209  -0.14
O: 1.2846 -4.9130 -3.6720  -0.25
C: 2.1626 -6.0159 -3.9222  -0.06
H: -5.1064 -2.0924 -4.3410  0.11
H: -4.0673 -1.0650 -5.1299  0.09
H: -4.3358 -0.7751 -3.4421  0.08
H: -3.0042 -3.2403 -5.5148  0.13
H: -3.7619 -4.3570 -4.4629  0.14
H: -0.7446 -3.7433 -4.3827  0.10
H: -1.6404 -5.1455 -4.7487  0.12
H: -0.8078 -6.4377 -3.0837  0.15
H: -0.9432 -6.0036 -1.3310  0.14
H: 1.3919 -5.4805 -1.5960  0.14
H: 0.5995 -3.9428 -2.0229  0.11
H: 2.6173 -5.7876 -4.8861  0.09
H: 1.7866 -7.0286 -4.0675  0.11
H: 3.0286 -5.9631 -3.2623  0.10
C: 7.4856 4.2976 1.6480  -0.08
O: 6.3899 4.0001 0.8306  -0.19
C: 6.6229 4.2516 -0.5463  -0.21
C: 5.2909 4.4556 -1.1322  -0.07
N: 4.4613 3.1939 -0.8060  0.07
H: 4.8412 2.2749 -0.9824  0.19
H: 4.2629 3.1446 0.1831  0.15
C: 3.1422 3.1875 -1.4370  -0.10
C: 2.1850 2.0450 -0.9467  -0.16
O: 2.3240 1.9141 0.4703  -0.18
C: 1.3893 0.9825 0.9671  -0.10
H: 7.2948 3.9810 2.6734  0.10
H: 7.7520 5.3542 1.6224  0.11
H: 8.3279 3.6695 1.3578  0.11
H: 7.0367 3.4715 -1.1854  0.14
H: 7.1857 5.1742 -0.6884  0.15
H: 5.1779 4.6281 -2.2026  0.15
H: 4.9013 5.3364 -0.6218  0.15
H: 3.1762 3.1927 -2.5265  0.14
H: 2.7252 4.1641 -1.1910  0.14
H: 2.3540 1.1158 -1.4909  0.11
H: 1.1426 2.2972 -1.1412  0.11
H: 0.3920 1.3456 0.7184  0.08
H: 1.4453 0.9506 2.0551  0.08
H: 1.4633 -0.0309 0.5727  0.06
C: -3.3006 7.2621 6.3369  -0.05
O: -3.8116 6.0588 5.7413  -0.18
C: -2.9783 5.4982 4.7327  -0.23
C: -3.7168 4.3671 4.0594  -0.06
N: -4.2857 3.3651 5.1187  0.11
H: -4.9724 3.7712 5.7380  0.17
H: -4.8165 2.7357 4.5337  0.16
C: -3.1851 2.6136 5.9667  -0.02
C: -1.9249 2.2614 5.1933  -0.18
O: -2.2202 1.3193 4.1215  -0.20
C: -0.9776 0.9480 3.4660  -0.08
H: -2.2539 7.2788 6.6405  0.10
H: -3.9526 7.5577 7.1588  0.11
H: -3.4979 8.0004 5.5597  0.10
H: -2.0187 5.1843 5.1434  0.11
H: -2.6775 6.2052 3.9596  0.14
H: -3.1252 3.7964 3.3436  0.12
H: -4.5283 4.7660 3.4508  0.14
H: -3.7569 1.8065 6.4248  0.15
H: -3.0133 3.3617 6.7407  0.14
H: -1.3221 1.7008 5.9078  0.13
H: -1.2779 3.0497 4.8086  0.11
H: -0.3743 0.4143 4.2003  0.08
H: -0.4373 1.8104 3.0757  0.07
H: -1.2519 0.2369 2.6867  0.07
C: 1.6396 3.9926 3.3497  -0.06
O: 1.7080 2.7473 4.0807  -0.23
C: 2.2921 2.9345 5.3576  -0.18
C: 2.4113 1.5328 6.1150  -0.03
N: 3.1747 0.5431 5.2306  0.08
H: 2.7620 0.5406 4.3087  0.13
H: 4.1647 0.7278 5.1530  0.18
C: 3.0028 -0.9007 5.7216  -0.07
C: 3.2479 -1.7957 4.5516  -0.19
O: 2.1129 -1.6760 3.6741  -0.23
C: 2.2485 -2.1826 2.3581  -0.08
H: 1.3066 3.6436 2.3722  0.07
H: 2.5674 4.5488 3.2163  0.10
H: 0.9108 4.7014 3.7428  0.09
H: 1.6640 3.6494 5.8892  0.14
H: 3.3119 3.3013 5.4740  0.13
H: 1.4053 1.1195 6.1883  0.12
H: 2.9657 1.5880 7.0519  0.15
H: 2.0002 -1.1460 6.0718  0.14
H: 3.7819 -1.0417 6.4708  0.16
H: 3.3926 -2.8016 4.9457  0.15
H: 4.2084 -1.5347 4.1072  0.14
H: 2.5086 -3.2311 2.5040  0.11
H: 3.1128 -1.6890 1.9138  0.09
H: 1.4458 -2.0416 1.6343  0.07
C: -2.6468 -4.4103 6.6014  -0.08
O: -2.3782 -3.6174 5.4659  -0.21
C: -1.0255 -3.3178 5.0978  -0.18
C: -1.1349 -2.4043 3.9083  -0.07
N: -1.6749 -3.0840 2.6088  0.10
H: -1.4557 -2.6168 1.7406  0.09
H: -1.2242 -3.9868 2.5647  0.16
C: -3.1907 -3.3310 2.4064  -0.03
C: -3.8695 -2.0958 1.7268  -0.16
O: -3.6403 -0.8439 2.4181  -0.17
C: -3.9803 0.2319 1.5291  -0.10
H: -2.2917 -5.4407 6.6162  0.10
H: -3.7277 -4.3995 6.7414  0.11
H: -2.1889 -4.0776 7.5329  0.09
H: -0.4903 -4.2583 4.9664  0.14
H: -0.6141 -2.7984 5.9633  0.13
H: -0.1328 -2.0121 3.7352  0.09
H: -1.9221 -1.6790 4.1143  0.12
H: -3.6027 -3.7417 3.3282  0.13
H: -3.2259 -4.1283 1.6640  0.13
H: -4.9440 -2.2604 1.6461  0.14
H: -3.5108 -2.1581 0.6994  0.10
H: -5.0263 0.2538 1.2232  0.10
H: -3.4874 0.2024 0.5574  0.07
H: -3.7940 1.2009 1.9920  0.07
C: 3.9748 -2.4440 -2.0496  -0.05
O: 3.0976 -2.6284 -3.1871  -0.20
C: 2.8873 -1.4424 -3.9247  -0.18
C: 1.5607 -1.6580 -4.6738  -0.08
N: 1.7658 -2.8082 -5.6163  0.09
H: 2.7063 -2.6911 -5.9653  0.17
H: 1.7956 -3.7019 -5.1468  0.11
C: 0.8132 -2.8624 -6.8321  -0.07
C: 0.7793 -4.2072 -7.4376  -0.19
O: 0.4104 -5.1204 -6.3922  -0.24
C: 0.0676 -6.4385 -6.9612  -0.02
H: 4.9612 -2.0667 -2.3192  0.10
H: 4.1750 -3.4220 -1.6119  0.10
H: 3.5814 -1.7439 -1.3126  0.07
H: 3.7215 -1.4015 -4.6251  0.14
H: 2.7750 -0.5919 -3.2524  0.11
H: 1.3248 -0.7809 -5.2764  0.13
H: 0.7311 -1.9550 -4.0322  0.12
H: 1.1245 -2.0651 -7.5070  0.15
H: -0.1683 -2.5899 -6.4441  0.13
H: 1.7513 -4.4665 -7.8572  0.15
H: 0.0372 -4.2555 -8.2344  0.15
H: 1.0217 -6.9605 -7.0338  0.11
H: -0.3919 -6.3976 -7.9488  0.10
H: -0.7273 -6.8828 -6.3622  0.09
C: -2.7366 5.1893 -6.3450  -0.03
O: -2.1048 4.3555 -5.2951  -0.21
C: -0.6962 4.0310 -5.5176  -0.17
C: -0.2911 3.0694 -4.3904  -0.08
N: -1.3311 1.9332 -4.2900  0.10
H: -2.2741 2.2945 -4.3041  0.16
H: -1.2473 1.2526 -5.0315  0.17
C: -1.1366 1.0970 -3.0040  -0.08
C: -1.9201 1.6634 -1.8088  -0.19
O: -3.3096 1.3799 -2.0031  -0.19
C: -4.2263 2.3011 -1.4080  -0.06
H: -2.5696 6.2561 -6.1963  0.10
H: -3.8218 5.1495 -6.2509  0.09
H: -2.5785 4.7963 -7.3493  0.10
H: -0.0878 4.9351 -5.5424  0.14
H: -0.5297 3.4289 -6.4108  0.13
H: -0.3017 3.7248 -3.5196  0.13
H: 0.6525 2.5350 -4.5007  0.13
H: -0.0808 0.9308 -2.7899  0.10
H: -1.4671 0.0920 -3.2665  0.12
H: -1.7917 2.7445 -1.7566  0.12
H: -1.5429 1.3105 -0.8490  0.11
H: -4.1656 2.3823 -0.3227  0.08
H: -5.2513 2.0886 -1.7119  0.11
H: -3.9729 3.2923 -1.7842  0.09

Its net charge is +6. As for the calculated total energy: -92025.1136 eV. The calculation puts the energy above the lowest of the compared OMol25 structures with the same formula, charge and spin at 10.08 kcal per mole. The calculation puts the max |F| at 3.0 eV/Å.